68
Properties=species:S:1:pos:R:3:forces:R:3 method="wB97M-V/def2-TZVPD" e_tot_ha=-3015.627018 total_charge=-1 homo_lumo_gap_ha=0.1504 max_force_ev_per_a=6.08
C -2.07070 4.11888 -2.87826 0.017 -0.313 0.164
C -2.13817 3.20359 -1.65069 0.191 -0.277 -0.004
C -3.41089 3.51196 -0.85039 0.179 0.098 0.047
O -2.19306 1.83885 -2.07573 0.801 1.094 0.383
B -1.57353 1.07121 -0.95687 0.186 -0.314 0.076
C -2.74275 0.38090 -0.10255 1.080 0.550 -0.459
C -3.86147 -0.05280 -0.76969 -0.663 -0.392 -0.024
C -4.84829 -0.73440 -0.08995 -0.148 0.009 -0.398
C -6.05877 -1.25174 -0.84048 2.342 1.143 1.212
F -7.17145 -0.78447 -0.24404 -0.605 -0.552 -0.632
F -5.99907 -0.82140 -2.11602 -0.985 -0.635 0.123
F -6.04252 -2.59789 -0.80519 -0.909 -0.036 -0.477
C -4.70838 -0.96918 1.26398 -0.359 -0.329 0.475
C -3.58619 -0.51755 1.93394 -0.299 -0.272 0.276
C -3.38934 -0.76960 3.41467 -0.419 0.369 -2.770
F -2.19935 -1.37798 3.58715 -0.340 0.058 0.976
F -3.39323 0.41541 4.05483 0.132 -0.541 0.840
F -4.38683 -1.55095 3.86926 0.491 0.088 0.960
C -2.60608 0.16229 1.24503 -0.062 -0.138 0.413
C -0.58935 -0.07762 -1.56178 -0.510 -0.010 -0.585
C 0.13245 -0.82539 -0.51962 -0.227 -0.212 -0.333
C 0.99266 -0.25337 0.29571 0.644 0.034 0.376
O -0.78454 1.99506 -0.08727 -0.721 1.249 -0.735
C -0.83305 3.27198 -0.73356 -0.260 -0.331 0.065
C 0.44024 3.42838 -1.57353 -0.178 0.073 -0.037
C -0.89100 4.37886 0.32453 -0.023 -0.303 -0.108
H -1.93576 5.16110 -2.59047 0.006 0.125 0.062
H -1.25522 3.82693 -3.53576 0.077 -0.033 0.008
H -2.99313 4.03611 -3.45164 -0.129 -0.013 0.023
H -3.45866 4.56325 -0.56764 -0.030 0.122 0.057
H -4.29244 3.28048 -1.44645 0.016 -0.055 -0.171
H -3.46074 2.90295 0.05023 0.057 -0.003 0.074
H -3.97043 0.14530 -1.82379 0.128 0.066 -0.109
H -5.46973 -1.51423 1.79733 -0.148 -0.085 0.090
H -1.73003 0.51391 1.76420 0.240 0.129 0.007
H -1.22724 -0.71994 -2.16933 0.114 -0.271 -0.168
H 0.10592 0.42200 -2.23316 0.143 0.091 -0.131
H -0.08647 -1.87572 -0.40657 -0.085 -0.352 0.158
H 1.48608 -0.79841 1.07529 0.223 -0.348 0.434
H 1.20052 0.79544 0.22200 0.096 0.339 0.000
H 0.50327 4.41947 -2.02228 0.041 0.111 -0.078
H 1.32018 3.28321 -0.94773 -0.019 -0.026 0.153
H 0.47026 2.68259 -2.36540 -0.048 -0.044 -0.060
H -1.00063 5.36086 -0.13432 -0.015 0.132 -0.083
H -1.71786 4.21749 1.01244 -0.064 -0.037 -0.008
H 0.02486 4.37728 0.91383 0.138 -0.031 -0.012
O 5.09840 -1.30510 -2.26547 -1.458 -3.736 0.009
S 4.30860 -2.53571 -1.91515 -3.132 4.954 1.603
O 2.83474 -2.60989 -2.20075 4.215 -0.717 -0.258
C 5.24849 -4.09870 -2.14275 -0.471 0.604 -0.857
F 5.34247 -4.33558 -3.45323 0.338 -0.497 0.775
F 6.43978 -3.90450 -1.57612 -0.314 -0.642 -0.450
F 4.55475 -5.04169 -1.50503 0.714 -0.104 -0.541
C 4.37516 -2.57722 -0.11314 -0.477 -0.702 -0.179
C 3.38029 -3.19856 0.58826 -0.895 -0.364 -0.545
C 3.44115 -3.12720 1.98160 0.162 0.391 2.182
N 2.61829 -3.47462 3.03601 -3.996 -2.466 -3.783
O 1.52209 -4.06074 2.86291 1.571 0.816 1.359
O 3.09829 -3.10727 4.23544 -0.733 -0.639 -2.078
N 4.23315 -2.49816 3.97742 3.560 1.923 -0.118
C 4.47376 -2.48459 2.64715 -0.090 0.380 2.677
C 5.51944 -1.88725 1.89936 -0.098 -0.018 -0.732
N 6.59251 -1.15988 2.53891 1.702 1.162 1.010
O 6.57911 -1.00864 3.76521 -0.477 -0.558 -1.618
O 7.48912 -0.70098 1.82381 -0.999 -0.614 0.330
C 5.44683 -1.95330 0.52897 0.987 0.700 1.000
H 2.57626 -3.71062 0.07763 -0.151 0.124 0.025
H 6.22721 -1.49294 -0.06531 -0.055 0.074 0.114